1.
Entry from the OMol25 dataset: a 3-piece molecular cluster, C3H12N2O2 overall (the ωB97M-V functional and the def2-TZVPD basis).

Atoms and positions in Å:
C (-1.21, 0.72, -0.33)
C (-0.44, -1.07, 1.02)
N (-2.51, 0.64, 0.20)
O (-0.51, 1.76, -0.16)
O (-1.52, -1.93, 0.70)
H (1.04, 1.27, -0.10)
H (-2.28, -1.35, 0.59)
H (-1.10, 0.07, -1.21)
H (-2.71, 1.42, 0.82)
H (-3.24, 0.48, -0.48)
H (0.41, -1.76, 1.18)
H (-0.60, -0.56, 1.99)
C (2.37, -0.02, -1.14)
N (1.66, 0.43, 0.06)
H (2.28, 0.58, 0.85)
H (0.75, -0.27, 0.38)
H (3.12, 0.71, -1.46)
H (1.65, -0.14, -1.95)
H (2.86, -0.98, -0.96)

As for the HOMO-LUMO gap: 7.49 eV. The calculation puts the total energy at -381.37229 Eh. The charge is 0. The calculation puts the HOMO energy at -0.2473 hartree. For the relative energy (zero: lowest compared OMol25 entry of this formula, charge and spin), the calculation gives 3.881 eV.

Results of the natural (NBO) charge analysis, in e, for atoms 1 through 4: atom 1 (C): 0.493, atom 2 (C): -0.462, atom 3 (N): -0.875, atom 4 (O): -0.744

---

2.
Entry from the OMol25 dataset: a 3-piece molecular cluster, C3H12N2O2 overall at a distorted geometry (the ωB97M-V functional and the def2-TZVPD basis).

Atoms and positions in Å:
C (-0.15, -0.84, -2.55)
C (-0.10, -0.99, -0.98)
N (-0.28, -0.25, 1.80)
C (-1.24, 0.10, 0.85)
N (-1.13, -0.25, -0.36)
H (0.31, 0.13, -2.74)
H (0.28, -1.69, -3.06)
H (-1.20, -0.71, -2.84)
H (-0.31, -2.05, -0.75)
H (0.91, -0.77, -0.61)
H (-0.02, -1.21, 1.57)
H (-0.53, -0.23, 2.79)
H (-2.03, 0.77, 1.19)
H (2.54, -0.71, 3.27)
H (3.00, 0.13, 2.03)
O (3.22, -0.15, 2.93)
H (-0.80, 2.26, -1.20)
H (-1.02, 3.56, -0.41)
O (-1.48, 2.88, -0.92)

As for the HOMO-LUMO gap (alpha / beta): 10.41 / 5.97 eV. The calculation puts the total energy at -381.13159 Eh. The charge is +1. The calculation puts the HOMO energy (alpha / beta) at -0.5371 / -0.5370 hartree. Its expectation value of S² is 0.76. For the relative energy (zero: lowest compared OMol25 entry of this formula, charge and spin), the calculation gives 2.207 eV. As for the multiplicity: 2.

Results of the natural (NBO) charge analysis, in e, for atoms 1 through 4: atom 1 (C): -0.573, atom 2 (C): -0.309, atom 3 (N): -0.714, atom 4 (C): 0.313

---

3.
Entry from the OMol25 dataset: a 2-piece molecular cluster, C3H12N2OS overall at a distorted geometry (the ωB97M-V functional and the def2-TZVPD basis).

Atoms and positions in Å:
N (-0.38, -1.99, -1.71)
C (-0.23, -0.82, -0.77)
C (0.93, -0.94, 0.12)
N (2.14, -1.10, -0.80)
C (1.23, 0.20, 1.07)
S (2.73, 0.40, 2.14)
H (-0.73, -2.81, -1.31)
H (-1.05, -1.72, -2.42)
H (0.16, -0.09, -1.52)
H (-1.16, -0.62, -0.29)
H (0.92, -1.94, 0.69)
H (3.07, -0.82, -0.42)
H (2.45, -2.06, -1.03)
H (1.37, 1.12, 0.46)
H (0.39, 0.13, 1.81)
H (2.31, 1.29, 3.16)
O (-4.39, 3.92, 0.42)
H (-4.94, 3.13, 0.46)
H (-4.85, 4.73, -0.06)

As for the HOMO-LUMO gap: 9.76 eV. The calculation puts the total energy at -704.36320 Eh. The charge is 0. The calculation puts the HOMO energy at -0.3310 hartree. For the relative energy (zero: lowest compared OMol25 entry of this formula, charge and spin), the calculation gives 2.042 eV. Its structure (SMILES) is NC[C@@H](N)CS.O.

Results of the natural (NBO) charge analysis, in e, for atoms 1 through 4: atom 1 (N): -0.829, atom 2 (C): -0.246, atom 3 (C): -0.069, atom 4 (N): -0.872

---

4.
Entry from the OMol25 dataset: a 2-piece molecular cluster, C3H12N2OS overall at a distorted geometry (the ωB97M-V functional and the def2-TZVPD basis).

Atoms and positions in Å:
N (-1.33, 1.49, -0.13)
C (-0.23, 0.58, -0.04)
C (-0.44, -0.68, -0.88)
N (-0.80, -0.30, -2.23)
C (0.86, -1.49, -0.90)
S (0.89, -2.76, 0.43)
H (-2.24, 1.04, -0.06)
H (-1.30, 2.27, 0.51)
H (0.03, 0.19, 0.96)
H (0.71, 1.03, -0.37)
H (-1.20, -1.30, -0.39)
H (-1.29, 0.58, -2.27)
H (-1.28, -1.01, -2.77)
H (1.73, -0.85, -0.84)
H (0.99, -2.05, -1.82)
H (1.89, -2.32, 1.21)
O (1.26, 1.61, 3.02)
H (0.51, 1.37, 3.57)
H (1.24, 2.59, 2.99)

As for the HOMO-LUMO gap: 9.43 eV. The calculation puts the total energy at -704.42102 Eh. The charge is 0. The calculation puts the HOMO energy at -0.3244 hartree. For the relative energy (zero: lowest compared OMol25 entry of this formula, charge and spin), the calculation gives 0.468 eV. Its structure (SMILES) is NC[C@@H](N)CS.O.

Results of the natural (NBO) charge analysis, in e, for atoms 1 through 4: atom 1 (N): -0.858, atom 2 (C): -0.217, atom 3 (C): -0.067, atom 4 (N): -0.861

---

5.
Entry from the OMol25 dataset: a 2-piece molecular cluster, C3H12N2OS overall at a distorted geometry (the ωB97M-V functional and the def2-TZVPD basis).

Atoms and positions in Å:
N (-1.87, -1.44, 0.55)
C (-1.84, -0.86, -0.77)
N (-1.06, 0.38, -0.55)
C (0.36, 0.39, -1.09)
C (1.40, 1.11, -0.31)
S (3.04, 0.69, -0.89)
H (-1.76, -0.66, 1.10)
H (-2.75, -1.91, 0.72)
H (-1.27, -1.51, -1.27)
H (-2.77, -0.67, -1.43)
H (-1.48, 1.32, -0.64)
H (0.74, -0.72, -1.03)
H (0.28, 0.76, -2.14)
H (1.25, 2.22, -0.36)
H (1.20, 0.97, 0.77)
H (3.50, 1.25, 0.28)
O (1.24, -0.22, 2.62)
H (0.33, -0.49, 2.65)
H (1.45, -0.60, 1.78)

As for the HOMO-LUMO gap: 9.93 eV. The calculation puts the total energy at -704.36600 Eh. The charge is 0. The calculation puts the HOMO energy at -0.3310 hartree. For the relative energy (zero: lowest compared OMol25 entry of this formula, charge and spin), the calculation gives 1.966 eV. Its structure (SMILES) is NCNCCS.O.

Results of the natural (NBO) charge analysis, in e, for atoms 1 through 4: atom 1 (N): -0.842, atom 2 (C): -0.047, atom 3 (N): -0.689, atom 4 (C): -0.228

---

6.
Entry from the OMol25 dataset: a 2-piece molecular cluster, C3H12N2S overall at a distorted geometry (the ωB97M-V functional and the def2-TZVPD basis).

Atoms and positions in Å:
C (0.31, -1.53, -1.25)
N (0.50, -2.07, -2.61)
C (1.45, -0.60, -0.83)
N (1.36, -0.13, 0.57)
H (0.36, -2.36, -0.49)
H (-0.69, -1.09, -1.14)
H (-0.22, -2.76, -2.77)
H (0.25, -1.31, -3.24)
H (1.45, 0.30, -1.45)
H (2.41, -1.22, -0.91)
H (2.19, 0.38, 0.86)
H (-0.07, 0.63, 0.62)
H (1.28, -0.86, 1.21)
C (-1.02, 2.26, 2.12)
S (-1.35, 0.95, 0.89)
H (-1.92, 2.52, 2.69)
H (-0.23, 2.03, 2.84)
H (-0.67, 3.13, 1.52)

As for the HOMO-LUMO gap (alpha / beta): 2.16 / 8.56 eV. The calculation puts the total energy at -629.10474 Eh. The charge is -1. The calculation puts the HOMO energy (alpha / beta) at 0.0503 / -0.1847 hartree. Its expectation value of S² is 0.75. For the relative energy (zero: lowest compared OMol25 entry of this formula, charge and spin), the calculation gives 0.893 eV. As for the multiplicity: 2.

Results of the natural (NBO) charge analysis, in e, for atoms 1 through 4: atom 1 (C): -0.482, atom 2 (N): -0.999, atom 3 (C): -0.232, atom 4 (N): -0.825

---

7.
Entry from the OMol25 dataset: a 2-piece molecular cluster, C3H12N3 overall at a distorted geometry (the ωB97M-V functional and the def2-TZVPD basis).

Atoms and positions in Å:
C (0.93, -1.42, 0.28)
C (-1.06, 1.08, 0.27)
C (-1.20, -0.16, -0.45)
N (1.93, -0.39, -0.13)
N (-2.19, -1.00, -0.08)
N (0.20, 1.75, -0.10)
H (0.89, -2.36, -0.23)
H (0.73, -1.61, 1.40)
H (-1.84, 1.77, 0.34)
H (-0.73, 1.04, 1.40)
H (-0.98, 0.04, -1.55)
H (2.14, -0.39, -1.18)
H (2.81, -0.48, 0.28)
H (-2.00, -2.05, -0.40)
H (-2.47, -0.92, 0.91)
H (1.41, 0.53, 0.02)
H (0.38, 2.56, 0.45)
H (-0.06, 2.19, -1.03)

As for the HOMO-LUMO gap (alpha / beta): 7.70 / 8.23 eV. The calculation puts the total energy at -285.38683 Eh. The charge is +1. The calculation puts the HOMO energy (alpha / beta) at -0.4218 / -0.4354 hartree. For the relative energy (zero: lowest compared OMol25 entry of this formula, charge and spin), the calculation gives 4.859 eV.

Results of the natural (NBO) charge analysis, in e, for atoms 1 through 4: atom 1 (C): -0.457, atom 2 (C): -0.328, atom 3 (C): 0.141, atom 4 (N): -0.742

---

8.
Entry from the OMol25 dataset: a 2-piece molecular cluster, C3H12N3 overall at a distorted geometry (the ωB97M-V functional and the def2-TZVPD basis).

Atoms and positions in Å:
C (-2.37, 0.62, -2.38)
N (-2.06, 0.39, -0.96)
C (-0.90, -0.04, -0.51)
N (-0.59, -0.04, 0.77)
H (-2.05, 1.61, -2.68)
H (-3.43, 0.47, -2.54)
H (-1.85, -0.17, -2.96)
H (-2.78, 0.75, -0.29)
H (-0.16, -0.47, -1.19)
H (-1.22, 0.38, 1.39)
H (0.41, -0.34, 1.03)
C (3.28, 0.04, 1.33)
N (2.08, -0.90, 1.49)
H (4.20, -0.39, 1.72)
H (3.05, 0.92, 1.91)
H (3.45, 0.36, 0.31)
H (2.21, -1.83, 1.04)
H (2.11, -1.11, 2.50)

As for the HOMO-LUMO gap: 10.98 eV. The calculation puts the total energy at -285.53950 Eh. The charge is +1. The calculation puts the HOMO energy at -0.5148 hartree. For the relative energy (zero: lowest compared OMol25 entry of this formula, charge and spin), the calculation gives 0.705 eV.

Results of the natural (NBO) charge analysis, in e, for atoms 1 through 4: atom 1 (C): -0.417, atom 2 (N): -0.527, atom 3 (C): 0.390, atom 4 (N): -0.730

---

9.
Entry from the OMol25 dataset: a 2-piece molecular cluster, C3H12N3O overall at a distorted geometry (the ωB97M-V functional and the def2-TZVPD basis).

Atoms and positions in Å:
C (-0.70, -2.08, 0.48)
N (-0.83, -2.61, -0.85)
C (0.15, -0.72, 0.30)
N (0.37, 0.03, 1.58)
H (-0.14, -2.80, 1.06)
H (-1.65, -1.88, 1.01)
H (-0.89, -3.61, -0.82)
H (-1.71, -2.29, -1.29)
H (-0.30, -0.04, -0.45)
H (1.16, -1.10, 0.08)
H (0.70, 1.01, 1.39)
H (-0.47, 0.09, 2.20)
H (1.11, -0.41, 2.17)
C (0.99, 2.56, -0.73)
N (0.03, 3.25, -1.44)
O (1.14, 2.53, 0.48)
H (1.67, 2.05, -1.39)
H (0.21, 3.27, -2.46)
H (-0.84, 2.76, -1.30)

As for the HOMO-LUMO gap: 10.34 eV. The calculation puts the total energy at -360.75600 Eh. The charge is +1. The calculation puts the HOMO energy at -0.5008 hartree. For the relative energy (zero: lowest compared OMol25 entry of this formula, charge and spin), the calculation gives 2.142 eV.

Results of the natural (NBO) charge analysis, in e, for atoms 1 through 4: atom 1 (C): -0.226, atom 2 (N): -0.825, atom 3 (C): -0.235, atom 4 (N): -0.708

---

10.
Entry from the OMol25 dataset: a 2-piece molecular cluster, C3H12N3PS overall at a distorted geometry (the ωB97M-V functional and the def2-TZVPD basis).

Atoms and positions in Å:
C (1.61, 2.28, 0.14)
N (0.31, 1.83, -0.30)
P (-0.03, 0.17, -0.30)
S (1.05, -0.65, -2.03)
N (-1.58, 0.29, -1.07)
C (-2.59, -0.23, -0.23)
H (2.06, 1.30, 0.42)
H (2.14, 2.82, -0.62)
H (1.41, 3.05, 1.03)
H (-0.42, 2.32, -0.70)
H (1.98, -1.17, -1.21)
H (-1.65, 0.08, -2.11)
H (-3.60, 0.03, -0.67)
H (-2.52, -1.37, 0.03)
H (-2.38, 0.22, 0.74)
C (0.31, -2.92, 0.84)
N (1.39, -2.47, 1.34)
H (-0.25, -3.66, 1.38)
H (-0.30, -2.41, 0.00)
H (1.63, -3.01, 2.15)

As for the HOMO-LUMO gap: 9.04 eV. The calculation puts the total energy at -1025.25157 Eh. The charge is 0. The calculation puts the HOMO energy at -0.2966 hartree. For the relative energy (zero: lowest compared OMol25 entry of this formula, charge and spin), the calculation gives 1.691 eV. Its structure (SMILES) is CNP(S)NC.C=N.

Results of the natural (NBO) charge analysis, in e, for atoms 1 through 4: atom 1 (C): -0.403, atom 2 (N): -0.978, atom 3 (P): 1.088, atom 4 (S): -0.428

---

11.
Entry from the OMol25 dataset: C3H12N4 as an isolated structure at a distorted geometry (the ωB97M-V functional and the def2-TZVPD basis).

Atoms and positions in Å:
C (0.61, -0.58, -1.63)
C (-0.35, -0.25, 1.31)
C (-1.32, 0.90, 1.11)
N (-0.48, -1.24, 0.39)
N (-0.39, -0.87, -2.51)
N (1.07, 0.62, -1.38)
N (1.31, 0.55, 1.21)
H (-0.05, -2.10, 0.72)
H (1.25, -1.42, -1.37)
H (-0.31, -0.54, 2.37)
H (-1.10, -0.16, -2.59)
H (0.47, 1.36, -1.72)
H (-0.79, -1.79, -2.37)
H (1.36, 0.69, 0.01)
H (1.99, -0.14, 1.53)
H (1.43, 1.42, 1.72)
H (-2.31, 0.59, 1.43)
H (-1.36, 1.20, 0.06)
H (-1.03, 1.78, 1.70)

As for the HOMO-LUMO gap: 8.51 eV. The calculation puts the total energy at -340.44622 Eh. The charge is 0. The calculation puts the HOMO energy at -0.2731 hartree. For the relative energy (zero: lowest compared OMol25 entry of this formula, charge and spin), the calculation gives 2.291 eV.

Results of the natural (NBO) charge analysis, in e, for atoms 1 through 4: atom 1 (C): 0.412, atom 2 (C): 0.183, atom 3 (C): -0.642, atom 4 (N): -0.935

---

12.
Entry from the OMol25 dataset: C3H12N4 as an isolated structure at a distorted geometry (the ωB97M-V functional and the def2-TZVPD basis).

Atoms and positions in Å:
C (0.43, 1.47, 0.03)
C (-0.31, -1.22, -0.74)
C (-0.18, -1.71, 0.66)
N (1.53, 0.88, -0.54)
N (-0.91, 0.63, -0.58)
N (2.38, 0.24, 0.38)
N (-2.20, 1.10, -0.12)
H (-0.86, 0.86, -1.57)
H (3.27, 0.08, -0.07)
H (2.53, 0.78, 1.23)
H (-2.92, 0.73, -0.73)
H (-2.35, 0.69, 0.80)
H (0.33, 1.39, 1.12)
H (0.25, 2.49, -0.31)
H (-1.19, -1.55, -1.27)
H (0.59, -1.27, -1.34)
H (0.69, -1.25, 1.14)
H (-1.08, -1.53, 1.24)
H (0.01, -2.79, 0.66)

As for the HOMO-LUMO gap (alpha / beta): 6.43 / 6.44 eV. The calculation puts the total energy at -340.31404 Eh. The charge is 0. The calculation puts the HOMO energy (alpha / beta) at -0.2076 / -0.2076 hartree. For the relative energy (zero: lowest compared OMol25 entry of this formula, charge and spin), the calculation gives 5.888 eV.

Results of the natural (NBO) charge analysis, in e, for atoms 1 through 4: atom 1 (C): -0.071, atom 2 (C): -0.149, atom 3 (C): -0.686, atom 4 (N): -0.566

---

13.
Entry from the OMol25 dataset: a 2-piece molecular cluster, C3H12N4O overall at a distorted geometry (the ωB97M-V functional and the def2-TZVPD basis).

Atoms and positions in Å:
H (2.21, -0.12, -0.04)
N (1.78, -0.55, 0.80)
C (0.76, 0.19, 1.06)
C (-0.05, 0.04, 2.30)
O (0.74, 1.60, 0.62)
N (1.75, 1.82, -0.42)
H (0.58, 0.22, 3.18)
H (-0.43, -0.99, 2.36)
H (-0.88, 0.74, 2.31)
H (1.23, 2.41, -1.07)
H (2.41, 2.44, 0.06)
C (-0.35, -0.92, -1.83)
N (-1.01, -0.31, -0.68)
N (-2.21, -1.00, -0.31)
H (-0.05, -1.95, -1.60)
H (-1.01, -0.93, -2.71)
H (0.54, -0.33, -2.07)
H (-1.15, 0.70, -0.86)
H (-2.86, -1.09, -1.10)
H (-1.99, -1.95, -0.01)

As for the HOMO-LUMO gap: 9.67 eV. The calculation puts the total energy at -415.64016 Eh. The charge is 0. The calculation puts the HOMO energy at -0.3232 hartree. For the relative energy (zero: lowest compared OMol25 entry of this formula, charge and spin), the calculation gives 4.265 eV. Its structure (SMILES) is [H]/N=C(/C)ON.CNN.

Results of the natural (NBO) charge analysis, in e, for atoms 1 through 4: atom 1 (H): 0.359, atom 2 (N): -0.728, atom 3 (C): 0.594, atom 4 (C): -0.689